(1)
C24H46NO6SSi4Ti | ωB97M-V with the def2-TZVPD basis set

Calculated values
- HOMO energy (alpha / beta): 0.029 / 0.081 eV
- Charge: -2
- 2S+1: 2
- HOMO-LUMO gap (alpha / beta): 4.593 / 4.567 eV

Element x y z (Å)
Ti: -0.558 0.124 -0.374
O: 2.650 -2.327 -1.075
C: 1.336 -2.045 -0.727
O: 0.793 -1.028 -1.307
C: 0.571 -3.320 -0.454
O: -0.034 -3.313 0.832
C: 0.862 -2.748 1.769
C: 1.399 -1.393 1.291
O: 2.577 -1.079 1.563
O: 0.429 -0.470 1.130
H: 3.126 -1.492 -0.967
H: 1.289 -4.143 -0.532
H: -0.227 -3.448 -1.178
H: 1.726 -3.397 1.942
H: 0.296 -2.608 2.691
C: 2.901 1.668 -0.023
O: 1.643 1.516 -0.645
Si: 1.292 1.822 -2.252
C: 1.852 3.600 -2.568
C: 2.497 0.853 -3.312
C: -0.486 1.451 -2.352
Si: -0.940 0.389 -3.807
C: -2.799 0.247 -4.086
C: -0.352 -1.391 -3.908
C: -0.279 1.098 -5.450
Si: -1.568 2.944 -2.248
C: -1.844 3.863 -3.891
C: -0.910 4.320 -1.143
C: -3.301 2.594 -1.629
H: 3.681 1.112 -0.557
H: 2.839 1.248 0.979
H: 3.192 2.725 0.016
H: 2.931 3.624 -2.763
H: 1.642 4.246 -1.713
H: 1.342 4.026 -3.442
H: 3.507 0.982 -2.904
H: 2.502 1.240 -4.335
H: 2.274 -0.216 -3.337
H: -3.301 -0.114 -3.184
H: -2.974 -0.483 -4.885
H: -3.255 1.195 -4.385
H: -0.880 -2.014 -3.180
H: 0.717 -1.500 -3.719
H: -0.575 -1.759 -4.917
H: -0.371 2.185 -5.502
H: -0.835 0.667 -6.293
H: 0.777 0.843 -5.587
H: -0.896 4.193 -4.332
H: -2.450 4.756 -3.691
H: -2.366 3.256 -4.636
H: -0.389 5.077 -1.738
H: -0.230 3.963 -0.363
H: -1.753 4.798 -0.634
H: -3.830 1.881 -2.265
H: -3.875 3.529 -1.599
H: -3.257 2.171 -0.620
S: -2.944 -2.285 -1.226
C: -2.019 -1.050 -0.900
C: -4.648 0.253 0.734
Si: -3.096 0.402 1.784
C: -3.705 1.256 3.365
C: -2.603 -1.296 2.405
N: -1.786 1.231 1.052
C: -1.325 2.434 1.577
C: 0.039 2.638 1.883
C: 0.502 3.851 2.367
C: -0.365 4.920 2.590
C: -1.715 4.735 2.316
C: -2.184 3.527 1.819
H: -5.282 -0.551 1.130
H: -4.421 0.017 -0.306
H: -5.219 1.189 0.754
H: -4.157 0.499 4.017
H: -4.457 2.028 3.167
H: -2.881 1.730 3.912
H: -3.487 -1.853 2.739
H: -1.919 -1.182 3.255
H: -2.091 -1.886 1.643
H: 0.718 1.805 1.746
H: 1.560 3.961 2.583
H: 0.003 5.870 2.961
H: -2.414 5.551 2.474
H: -3.237 3.416 1.578

The molecule's Mulliken atomic charges, reported in e, are given here:
1. Ti -1.4413
2. O -0.7331
3. C 0.2884
4. O 0.0463
5. C -0.9034
6. O -0.3233
7. C -0.9656
8. C 0.9921
9. O -0.9037
10. O -0.2281
11. H 0.3741
12. H 0.4108
13. H 0.1484
14. H 0.3054
15. H 0.3090
16. C -1.3960
17. O 0.2458
18. Si 0.9327
19. C -1.4679
20. C -1.2608
21. C 1.1746
22. Si 0.4731
23. C -1.1704
24. C -0.8841
25. C -1.3316
26. Si 0.4428
27. C -1.3161
28. C -0.9365
29. C -0.1840
30. H 0.3252
31. H 0.3435
32. H 0.3025
33. H 0.4048
34. H 0.2951
35. H 0.2527
36. H 0.4618
37. H 0.3326
38. H 0.0771
39. H 0.1362
40. H 0.3561
41. H 0.2992
42. H 0.0745
43. H 0.1421
44. H 0.4865
45. H 0.2988
46. H 0.3931
47. H 0.3226
48. H 0.2529
49. H 0.3342
50. H 0.2792
51. H 0.4572
52. H -0.1213
53. H 0.4104
54. H 0.3774
55. H 0.5127
56. H -0.6820
57. S -0.2640
58. C 0.7144
59. C -1.0185
60. Si 0.6973
61. C -1.4119
62. C -0.9819
63. N 0.9559
64. C -0.5465
65. C -0.2305
66. C -0.3698
67. C -0.6275
68. C -0.7332
69. C -0.2813
70. H 0.3251
71. H 0.1628
72. H 0.3287
73. H 0.3929
74. H 0.2851
75. H 0.3413
76. H 0.4040
77. H 0.1557
78. H 0.1652
79. H 0.4281
80. H 0.3784
81. H 0.3174
82. H 0.3464
83. H 0.2437

***

(2)
C7H21O5 | ωB97M-V with the def2-TZVPD basis set

Calculated values
- HOMO energy: -5.639 eV
- Charge: -1
- HOMO-LUMO gap: 9.080 eV

Element x y z (Å)
C: 2.511 -0.102 -0.702
O: 2.965 -1.194 0.003
C: 2.200 1.095 0.252
C: 0.775 1.644 0.054
C: -0.264 0.612 0.502
C: -1.095 -0.825 -1.371
C: -1.233 0.255 -0.591
C: -2.401 1.195 -0.726
H: 3.317 0.190 -1.410
H: 1.612 -0.369 -1.313
H: 2.269 0.753 1.276
H: 2.920 1.891 0.113
H: 0.644 2.517 0.623
H: 0.651 1.918 -0.986
H: -0.833 0.907 1.421
H: 0.243 -0.332 0.926
H: -1.764 -1.160 -2.156
H: -0.287 -1.549 -1.309
H: -2.120 2.231 -0.736
H: -3.121 1.048 0.163
H: -2.996 0.977 -1.606
H: 1.614 -2.747 2.010
H: 2.283 -1.528 0.721
O: 1.305 -1.948 1.773
H: -1.336 -2.270 0.768
H: 0.022 -2.028 1.725
O: -1.159 -2.178 1.662
H: -2.078 -0.985 2.091
H: -2.792 -0.344 3.287
O: -2.702 -0.204 2.377
H: -0.469 0.876 -2.920
H: 0.935 0.611 -2.636
O: 0.385 1.041 -3.286

The molecule's Mulliken atomic charges, reported in e, are given here:
1. C -0.0340
2. O -0.6920
3. C -0.8718
4. C -1.0776
5. C 0.9803
6. C -1.2835
7. C 1.0199
8. C -1.5529
9. H 0.2704
10. H -0.0849
11. H 0.3997
12. H 0.4256
13. H 0.4479
14. H 0.4748
15. H 0.6183
16. H -0.8810
17. H 0.2757
18. H 0.3254
19. H 0.3711
20. H 0.2271
21. H 0.3945
22. H 0.2308
23. H 0.4141
24. O -0.9284
25. H 0.2318
26. H 0.3699
27. O -0.9451
28. H 0.4478
29. H 0.2525
30. O -0.6832
31. H 0.3720
32. H 0.2444
33. O -0.7595

***

Largest force on an atom list, top to bottom, in eV/A: 1.03; 4.84
ΔE to the lowest compared entry with this formula, charge and spin list, top to bottom, in eV: 1.987; 0.248